Density functional theory data (wB97M-V/def2-TZVPD) for a molecular structure, C11H22N6O4 at a distorted geometry.

LUMO energy ... -0.099 eV
HOMO energy ... -8.27 eV
Total energy ... -1061.609707 Ha
Max |F| ... 6.9 eV Å⁻¹
Relative energy (zero: lowest compared OMol25 entry of this formula, charge and spin) ... 9.268 eV
Multiplicity ... 1

Atoms and positions in Å:
C (2.924, -0.317, 0.593)
C (2.246, 1.022, 0.840)
C (2.062, -1.521, 0.909)
C (2.970, -2.955, 1.224)
C (2.013, -3.965, 1.643)
C (0.204, 0.732, -0.655)
C (-0.119, 1.443, -1.902)
C (-1.029, 0.585, 0.380)
C (-1.760, 1.919, 0.512)
C (-3.155, 1.523, 0.018)
C (-4.548, 1.112, -1.860)
H (4.292, 0.159, 2.050)
H (4.828, 0.656, 0.489)
H (3.122, -0.358, -0.552)
H (1.201, -1.679, -0.167)
H (1.503, -0.914, 1.944)
H (3.527, -3.350, 0.208)
H (3.880, -2.799, 1.917)
H (2.199, -5.745, 2.711)
H (3.616, -4.985, 2.440)
H (1.170, 2.638, 0.230)
H (0.639, -0.206, -0.847)
H (-0.870, -0.059, 1.334)
H (-1.647, -0.078, -0.112)
H (-2.025, 2.307, 1.668)
H (-1.490, 2.803, -0.080)
H (-3.930, 2.363, 0.268)
H (-3.388, 0.819, 0.788)
H (-2.322, 1.430, -1.945)
H (-5.353, 1.157, -0.274)
H (-4.111, 1.902, -3.813)
H (-5.711, 1.092, -3.532)
H (1.280, 2.472, -1.658)
N (4.409, -0.250, 1.071)
N (2.629, -5.121, 1.986)
N (1.242, 1.479, -0.014)
N (-3.296, 1.153, -1.405)
N (-5.687, 1.181, -1.228)
N (-4.680, 1.083, -3.306)
O (2.716, 1.748, 1.766)
O (0.698, -3.796, 1.437)
O (-1.055, 1.075, -2.610)
O (0.806, 2.246, -2.465)

Cartesian forces, eV/Å:
C 2.9648 0.2694 -4.0950
C 1.1066 1.6431 2.0820
C -1.2349 0.1915 0.9760
C 1.0579 3.4548 -2.5084
C -6.4371 0.1385 -1.5488
C -0.8319 1.4950 4.1056
C -1.0684 -1.6758 -4.5642
C 2.6796 0.0616 0.0979
C -2.4951 0.6311 2.2387
C -2.0820 2.7251 0.5436
C -2.7216 1.1409 -3.5317
H 0.5666 -0.5582 -1.4627
H -1.3907 -3.0272 2.0350
H -0.4870 0.2025 1.4842
H 2.7571 0.0110 4.1279
H 0.8267 -3.2741 -2.6595
H -1.6386 1.1617 2.2440
H -1.7563 0.0991 -0.8301
H -0.4000 0.7289 -1.5622
H -2.2025 0.0368 -1.7073
H -0.5494 -4.3226 -0.5256
H 0.1345 -1.2141 -0.8419
H 0.7307 1.7286 -1.3450
H -1.6928 -1.2663 -1.3390
H 1.3197 -1.0530 -3.0654
H 0.9367 -0.3031 0.2376
H 1.3474 -0.9378 -0.5867
H -0.8606 -1.4546 -0.2116
H -3.8365 -1.4486 0.7350
H -0.9747 -0.1040 0.8300
H -1.8821 -2.5066 1.5652
H 1.8025 0.3252 0.3286
H 1.4927 0.5001 -0.1879
N -1.3655 2.9247 -0.1565
N 2.0176 -1.4895 3.8376
N 2.5539 4.8720 2.4786
N 3.5076 1.1380 2.0216
N 2.1281 -0.5434 0.2491
N 0.8094 1.8007 -0.5744
O -1.7891 -1.4178 -2.7678
O 6.5780 -1.3426 1.5819
O 1.5519 0.8538 0.7424
O -1.1731 -0.1946 1.5292

Density functional theory data (wB97M-V/def2-TZVPD) for a molecular structure, C54H56N14O2P2Pb.

LUMO energy ... -0.216 eV
HOMO energy ... -6.82 eV
Total energy ... -3884.035438 Ha
Max |F| ... 0.9 eV Å⁻¹
Relative energy (zero: lowest compared OMol25 entry of this formula, charge and spin) ... 0.276 eV
Multiplicity ... 1

Atoms and positions in Å:
Pb (-0.734, 0.255, 0.732)
C (-3.633, -1.492, 4.627)
C (-4.205, -0.227, 4.733)
C (-4.430, 0.497, 3.584)
C (-4.067, -0.051, 2.341)
N (-3.447, -1.228, 2.242)
C (-3.260, -1.928, 3.371)
N (-4.517, 0.610, 1.206)
C (-4.054, 0.652, 0.020)
N (-2.812, 0.306, -0.531)
C (-2.860, 0.594, -1.880)
N (-2.057, 0.287, -2.837)
C (-0.825, -0.342, -2.763)
C (-0.411, -1.012, -3.929)
C (0.831, -1.600, -3.985)
C (1.691, -1.474, -2.897)
C (1.225, -0.810, -1.786)
N (-0.014, -0.291, -1.693)
C (-4.147, 1.260, -2.212)
C (-4.636, 1.788, -3.392)
C (-5.922, 2.318, -3.373)
C (-6.691, 2.294, -2.209)
C (-6.183, 1.763, -1.026)
C (-4.895, 1.266, -1.054)
H (-3.484, -2.120, 5.497)
H (-4.496, 0.165, 5.701)
H (-4.908, 1.470, 3.601)
H (-2.789, -2.898, 3.243)
H (-1.106, -1.038, -4.756)
H (1.144, -2.140, -4.873)
H (2.690, -1.892, -2.904)
H (1.853, -0.693, -0.906)
H (-4.035, 1.784, -4.295)
H (-6.340, 2.745, -4.277)
H (-7.700, 2.693, -2.228)
H (-6.766, 1.728, -0.112)
C (-0.708, -3.822, -0.281)
P (-0.135, -3.990, 1.469)
C (1.446, -2.978, 1.427)
N (2.313, -3.229, 0.473)
C (3.519, -2.605, 0.485)
C (4.465, -2.877, -0.533)
C (5.705, -2.307, -0.475)
C (6.051, -1.441, 0.593)
C (5.144, -1.148, 1.572)
C (3.853, -1.728, 1.529)
N (2.938, -1.413, 2.481)
C (1.744, -1.965, 2.447)
P (0.467, -1.244, 3.644)
C (1.232, 0.415, 3.912)
C (0.951, -2.053, 5.294)
C (-0.063, -1.536, 6.323)
C (2.372, -1.742, 5.764)
C (0.775, -3.563, 5.136)
C (0.487, -5.792, 1.379)
C (-0.785, -6.639, 1.502)
C (1.230, -6.179, 0.096)
C (1.387, -6.070, 2.584)
H (0.133, -3.726, -0.968)
H (-1.364, -2.957, -0.372)
H (-1.307, -4.695, -0.540)
H (4.187, -3.562, -1.329)
H (6.438, -2.522, -1.244)
H (7.051, -1.022, 0.634)
H (5.378, -0.479, 2.392)
H (2.315, 0.362, 3.899)
H (0.874, 0.802, 4.866)
H (0.917, 1.095, 3.123)
H (0.000, -0.450, 6.444)
H (0.127, -1.995, 7.299)
H (-1.082, -1.779, 6.014)
H (2.466, -0.704, 6.093)
H (3.105, -1.917, 4.978)
H (2.620, -2.386, 6.617)
H (-0.174, -3.795, 4.638)
H (0.779, -4.051, 6.118)
H (1.587, -3.990, 4.542)
H (-1.465, -6.477, 0.660)
H (-1.331, -6.404, 2.422)
H (-0.524, -7.704, 1.520)
H (0.563, -6.185, -0.771)
H (1.635, -7.194, 0.211)
H (2.054, -5.503, -0.112)
H (0.840, -5.969, 3.524)
H (2.246, -5.392, 2.606)
H (1.773, -7.094, 2.527)
C (1.022, 1.196, -8.474)
O (0.667, 2.539, -8.198)
C (1.170, 3.098, -7.068)
C (1.905, 2.414, -6.108)
C (2.399, 3.089, -4.995)
C (2.216, 4.461, -4.859)
C (1.483, 5.132, -5.839)
C (0.940, 4.460, -6.913)
N (2.929, 5.300, -3.937)
N (3.250, 5.022, -2.762)
C (2.721, 3.987, -1.933)
C (3.641, 3.389, -1.089)
C (3.308, 2.369, -0.201)
C (1.986, 1.947, -0.028)
O (1.643, 1.007, 0.782)
C (0.983, 2.696, -0.775)
N (-0.315, 2.457, -0.445)
C (-1.270, 3.157, -1.018)
C (-1.014, 4.123, -2.001)
C (0.280, 4.373, -2.363)
C (1.344, 3.671, -1.747)
H (0.648, 0.979, -9.470)
H (0.563, 0.508, -7.762)
H (2.106, 1.059, -8.462)
H (2.101, 1.357, -6.206)
H (2.980, 2.541, -4.262)
H (1.354, 6.206, -5.743)
H (0.363, 4.981, -7.670)
H (4.672, 3.717, -1.179)
H (4.071, 1.885, 0.401)
H (-2.288, 2.958, -0.681)
H (-1.837, 4.662, -2.453)
H (0.493, 5.125, -3.108)
N (-2.391, 5.340, 1.167)
C (-2.567, 5.261, 2.498)
N (-2.971, 6.362, 3.152)
N (-2.374, 4.170, 3.193)
C (-1.998, 3.051, 2.635)
N (-1.663, 2.042, 2.169)
H (-2.519, 6.197, 0.666)
H (-2.003, 4.552, 0.675)
H (-3.148, 7.227, 2.680)
H (-3.120, 6.296, 4.141)

Cartesian forces, eV/Å:
Pb 0.3605 -0.6238 -0.1314
C -0.0040 0.0188 0.0126
C 0.0147 -0.0197 -0.0456
C -0.0249 0.1020 -0.0557
C 0.1051 -0.0287 -0.0667
N 0.0334 -0.0668 0.0901
C 0.0632 -0.0092 -0.2040
N -0.2231 -0.0035 0.1378
C 0.3684 0.2772 -0.1503
N -0.4506 0.1939 -0.1784
C 0.0808 -0.4927 0.2293
N 0.4338 0.1170 -0.1685
C -0.1242 0.0010 0.1878
C -0.0589 -0.0304 -0.0415
C -0.0433 0.0495 -0.0959
C 0.0510 -0.0309 0.0124
C -0.1194 -0.0782 0.2219
N -0.0377 0.1090 -0.1312
C 0.0231 0.0378 0.1194
C 0.0485 0.0019 -0.1531
C 0.0093 -0.0089 -0.0269
C 0.0111 -0.0214 0.1215
C -0.1069 0.0387 0.0174
C 0.1116 -0.0767 0.1075
H 0.0243 0.0330 -0.0762
H 0.0129 0.0221 -0.0590
H 0.0090 -0.0800 -0.0021
H 0.0702 0.0441 -0.0172
H 0.0388 -0.0270 -0.0196
H -0.0395 0.0539 0.0337
H -0.0780 0.0567 0.0209
H -0.1066 0.0200 -0.0412
H -0.0452 -0.0287 0.0846
H 0.0151 -0.0257 0.0374
H 0.0675 -0.0104 -0.0081
H 0.0528 0.0280 -0.0784
C 0.1019 0.2993 0.1398
P -0.0179 -0.2624 -0.0767
C 0.1988 0.3269 0.1228
N -0.3233 0.0014 0.1987
C 0.0174 -0.0283 0.0337
C 0.0103 -0.0661 -0.0889
C -0.0076 0.0132 0.0053
C -0.0020 -0.0369 0.0118
C 0.0021 0.0152 0.0265
C -0.0907 0.0528 0.0697
N -0.3258 -0.1591 -0.0817
C 0.4017 -0.1094 -0.1827
P 0.4386 -0.2049 0.2348
C -0.1788 -0.1027 -0.1770
C -0.0970 -0.0161 -0.1493
C -0.0155 -0.0003 -0.0854
C -0.1166 0.0270 0.0844
C -0.0967 -0.0021 -0.0556
C 0.0681 0.1970 0.0168
C -0.0578 -0.0254 0.0949
C -0.1182 -0.0756 0.0040
C 0.0501 0.0370 0.0195
H -0.0353 -0.0373 -0.0274
H 0.0102 0.1288 -0.0109
H 0.0552 0.0004 0.0094
H 0.0077 0.0860 0.1087
H -0.0509 0.0130 0.0543
H -0.0948 0.0196 -0.0305
H -0.0279 -0.0559 -0.0541
H 0.0628 0.0113 0.0668
H -0.0261 -0.0034 -0.0062
H 0.0292 0.0534 -0.0084
H -0.0055 -0.0847 0.0239
H 0.0074 0.0294 -0.0722
H 0.0142 0.0047 0.0530
H 0.0170 -0.0688 -0.0415
H 0.0627 -0.0341 -0.0382
H -0.0267 0.0684 -0.0570
H 0.1000 -0.0434 0.0718
H 0.0372 0.0295 -0.0711
H -0.0541 0.0142 0.0159
H 0.0527 -0.0541 0.0535
H 0.0624 -0.0476 -0.0761
H -0.0085 0.0973 -0.0185
H 0.0711 0.0220 0.0766
H -0.1043 0.0978 -0.0271
H 0.0516 0.0154 -0.0038
H 0.0316 0.0421 -0.0303
H -0.0238 -0.0725 0.0123
H -0.0551 0.0829 0.0229
C 0.0000 0.0510 -0.0183
O 0.0035 -0.1588 -0.1029
C 0.1189 -0.0744 0.0600
C -0.0430 -0.0132 0.1429
C 0.1357 0.0903 0.0806
C -0.1655 -0.1551 0.2126
C -0.0990 0.1659 0.0677
C -0.1166 0.2571 -0.0081
N 0.4054 -0.3500 0.4799
N -0.4892 0.3959 -0.3326
C 0.0615 -0.2969 -0.3108
C -0.0009 -0.1159 -0.1617
C 0.0475 -0.0298 -0.0225
C -0.0300 -0.0981 0.2252
O -0.2180 0.2716 -0.4054
C -0.0628 -0.0056 0.0546
N 0.1376 0.0984 -0.3058
C -0.0409 -0.1949 0.0773
C -0.0418 0.0970 0.0332
C 0.1137 -0.0773 -0.0155
C -0.0869 0.1597 0.0333
H -0.0443 0.0127 -0.0181
H -0.0244 -0.0399 0.0777
H 0.0014 0.0311 0.0045
H -0.0098 -0.0407 0.0204
H -0.0200 0.0255 0.0214
H 0.0632 -0.0766 -0.0429
H 0.0810 -0.0516 0.0817
H -0.0399 -0.0217 0.0546
H -0.0524 0.0658 -0.0678
H 0.0789 -0.1219 -0.1624
H 0.0024 -0.0333 -0.0024
H 0.0095 0.0266 -0.0051
N -0.0587 0.0219 0.1746
C 0.1127 -0.1534 -0.4216
N -0.0201 0.0182 0.0225
N -0.0559 -0.2448 0.6423
C 0.0741 0.0471 -0.4253
N -0.3414 0.6980 0.5095
H 0.0334 0.0738 -0.0696
H 0.0487 0.0002 -0.0536
H -0.0009 0.0344 -0.0009
H -0.0108 -0.0248 0.0324

Q: Look up the HOMO energy of the second one.
A: -6.82 eV